(1)
Here is C24H34F4N5O9PS2Sn as an isolated structure from OMol25. Energies are from ωB97M-V/def2-TZVPD.

Summary:
charge = -2

Atoms and positions in Å:
1 Sn -0.57 0.56 0.33
2 N -4.95 0.62 0.71
3 C -3.58 0.46 0.80
4 O -2.84 0.93 -0.04
5 C -3.03 -0.32 1.97
6 C -1.66 -0.90 1.61
7 H -5.19 1.40 0.12
8 H -5.42 0.63 1.60
9 H -3.76 -1.06 2.32
10 H -2.92 0.43 2.76
11 H -1.76 -1.82 1.02
12 H -1.08 -1.12 2.50
13 C 3.97 4.70 -2.13
14 O 3.15 4.42 -1.01
15 C 2.37 3.28 -1.02
16 O 1.46 3.18 -0.24
17 N 2.72 2.36 -1.96
18 N 2.09 1.09 -2.05
19 H 4.24 5.75 -2.07
20 H 3.45 4.51 -3.07
21 H 4.90 4.11 -2.11
22 H 3.66 2.36 -2.31
23 H 2.17 0.60 -1.15
24 H 1.10 1.26 -2.23
25 F -3.28 -0.47 -6.22
26 C -2.78 0.35 -5.24
27 F -3.76 1.25 -5.02
28 F -1.77 1.00 -5.82
29 C -2.40 -0.43 -4.02
30 C -2.64 -1.79 -4.02
31 C -2.31 -2.57 -2.92
32 C -1.73 -1.91 -1.85
33 N -1.49 -0.60 -1.83
34 C -1.80 0.21 -2.88
35 S -1.48 1.88 -2.75
36 H -3.09 -2.25 -4.89
37 H -2.48 -3.63 -2.89
38 H -1.41 -2.46 -0.97
39 O 0.14 1.48 3.46
40 C -0.77 2.26 3.26
41 N -1.52 2.34 2.12
42 S -2.72 3.41 2.25
43 O -2.67 4.41 1.22
44 O -4.00 2.75 2.46
45 C -2.23 4.06 3.83
46 C -2.82 5.04 4.62
47 C -2.31 5.23 5.89
48 C -1.24 4.46 6.36
49 C -0.67 3.48 5.56
50 C -1.18 3.30 4.29
51 H -3.66 5.62 4.24
52 H -2.75 5.99 6.53
53 H -0.86 4.63 7.36
54 H 0.15 2.86 5.90
55 C 5.35 -3.32 0.32
56 C 4.28 -2.24 0.27
57 O 3.04 -2.91 0.13
58 P 1.55 -2.15 0.03
59 O 0.81 -3.73 -0.07
60 C 0.55 -4.30 1.19
61 C 0.22 -5.77 1.00
62 O 1.36 -1.92 -1.59
63 C 1.53 -2.88 -2.61
64 C 2.88 -2.70 -3.26
65 H 6.34 -2.86 0.44
66 H 5.34 -3.91 -0.59
67 H 5.18 -4.00 1.16
68 H 4.45 -1.56 -0.56
69 H 4.30 -1.64 1.18
70 H -0.28 -3.79 1.69
71 H 1.42 -4.21 1.85
72 H -0.64 -5.87 0.33
73 H -0.02 -6.24 1.95
74 H 1.07 -6.29 0.55
75 H 0.73 -2.70 -3.33
76 H 1.41 -3.90 -2.22
77 H 3.01 -1.66 -3.55
78 H 2.97 -3.33 -4.15
79 H 3.68 -2.97 -2.56
80 F 2.48 -0.46 0.00

---

(2)
Here is a 2-piece molecular cluster, CH3O2PS overall in a non-equilibrium geometry from OMol25. Energies are from ωB97M-V/def2-TZVPD.

Summary:
ΔE to the lowest compared entry with this formula, charge and spin = 54.53 kcal per mole

Atoms and positions in Å:
1 C 1.79 1.38 0.50
2 O 0.58 -1.17 -0.36
3 O 2.28 0.90 -0.43
4 P -1.52 0.38 -0.24
5 S 0.09 -0.39 0.99
6 H 1.31 -0.75 -0.73
7 H -2.63 0.53 0.73
8 H -1.89 -0.88 -0.46

---

(3)
Here is a 10-piece molecular cluster, C4H28N2O10 overall in a non-equilibrium geometry from OMol25. Energies are from ωB97M-V/def2-TZVPD.

Summary:
SMILES = CN(C=O)CCN.O.O.O.O.O.O.O.O.O
ΔE to the lowest compared entry with this formula, charge and spin = 74.72 kcal per mole

Atoms and positions in Å:
1 C -0.14 -1.10 1.77
2 N 0.28 -2.27 1.24
3 C -0.32 -2.77 -0.02
4 C 1.71 -2.56 1.41
5 C 2.64 -1.79 0.51
6 N 2.47 -0.33 0.52
7 O -1.19 -0.58 1.39
8 H 0.47 -0.71 2.63
9 H 0.32 -2.85 -0.90
10 H -1.05 -2.04 -0.33
11 H -0.90 -3.61 0.40
12 H 2.12 -2.41 2.44
13 H 1.72 -3.65 1.24
14 H 3.68 -2.06 0.81
15 H 2.46 -2.05 -0.52
16 H 2.90 0.18 1.30
17 H 2.82 0.08 -0.34
18 H 2.25 2.45 -1.54
19 H 1.26 1.32 -2.02
20 O 2.14 1.71 -2.14
21 H 0.11 2.83 0.43
22 H -0.19 3.69 1.64
23 O 0.03 2.77 1.40
24 H -3.95 -2.05 -1.05
25 H -2.58 -1.67 -1.66
26 O -3.17 -2.42 -1.46
27 H -1.22 3.70 -1.84
28 H 0.19 3.97 -1.43
29 O -0.64 3.64 -1.07
30 H 2.75 2.56 2.09
31 H 1.70 1.60 2.75
32 O 2.56 1.64 2.32
33 H -0.66 0.32 -1.20
34 H 0.35 -0.79 -0.87
35 O 0.09 -0.19 -1.57
36 H -2.48 0.28 0.08
37 H -3.37 1.09 -0.88
38 O -2.74 0.35 -0.86
39 H -2.15 2.39 1.34
40 H -2.50 1.30 2.29
41 O -2.93 1.90 1.67
42 H -1.07 -0.95 -2.81
43 H -1.84 -0.32 -4.04
44 O -1.93 -0.59 -3.12

---

(4)
Here is a 2-piece molecular cluster, C2H9NO overall in a non-equilibrium geometry from OMol25. Energies are from ωB97M-V/def2-TZVPD.

Summary:
SMILES = CNC.O
ΔE to the lowest compared entry with this formula, charge and spin = 19.01 kcal per mole

Atoms and positions in Å:
1 N 0.65 -1.07 -0.57
2 C 0.01 -1.39 0.64
3 C -0.14 -0.49 -1.65
4 H 1.16 -1.93 -0.81
5 H -0.47 -2.38 0.54
6 H -0.77 -0.65 0.90
7 H 0.74 -1.43 1.46
8 H -1.17 -0.88 -1.75
9 H 0.45 -0.81 -2.52
10 H -0.18 0.61 -1.63
11 O -0.48 3.36 1.75
12 H 0.32 2.94 1.35
13 H -0.12 4.09 2.30

---

(5)
Here is a 3-piece molecular cluster, C17H43BN7O9P3 overall in a non-equilibrium geometry from OMol25. Energies are from ωB97M-V/def2-TZVPD.

Summary:
SMILES = NB(O)C1=C(CP(=O)(O)O)C(=O)OC1=O.CN(C)P(=O)(N(C)C)N(C)C.CN(C)P(=O)(N(C)C)N(C)C
ΔE to the lowest compared entry with this formula, charge and spin = 43.13 kcal per mole

Atoms and positions in Å:
1 N 8.21 4.54 2.24
2 B 6.87 5.18 2.36
3 O 6.40 5.96 1.32
4 C 6.06 4.91 3.71
5 C 4.82 4.42 3.82
6 C 3.81 4.01 2.75
7 P 2.13 4.63 3.27
8 O 1.39 3.62 4.03
9 O 1.24 5.04 1.96
10 O 2.26 6.03 4.12
11 C 4.58 4.35 5.32
12 O 3.68 3.97 5.96
13 O 5.67 4.86 6.06
14 C 6.63 5.15 5.11
15 O 7.71 5.48 5.35
16 H 8.02 3.53 2.34
17 H 8.67 4.76 3.13
18 H 6.75 6.86 1.35
19 H 4.04 4.44 1.75
20 H 3.80 2.91 2.66
21 H 0.39 5.29 2.35
22 H 2.24 5.78 5.06
23 O -0.93 3.85 -0.02
24 P -1.59 2.69 -0.73
25 N -3.20 3.03 -0.18
26 C -4.27 2.07 0.02
27 C -3.78 4.26 -0.73
28 N -0.85 1.47 0.27
29 C -1.59 0.72 1.27
30 C 0.45 1.83 0.84
31 N -2.18 1.42 -1.82
32 C -1.33 0.23 -2.06
33 C -2.40 2.01 -3.16
34 H -4.64 1.63 -0.91
35 H -5.12 2.56 0.51
36 H -4.00 1.27 0.70
37 H -4.21 4.10 -1.73
38 H -3.02 5.04 -0.81
39 H -4.57 4.64 -0.08
40 H -2.03 1.37 2.03
41 H -0.94 0.00 1.77
42 H -2.37 0.11 0.81
43 H 0.35 2.47 1.73
44 H 1.07 2.35 0.12
45 H 1.00 0.93 1.14
46 H -0.31 0.51 -2.33
47 H -1.75 -0.37 -2.87
48 H -1.30 -0.44 -1.20
49 H -1.46 2.34 -3.62
50 H -3.06 2.89 -3.11
51 H -2.89 1.30 -3.83
52 O -0.47 -3.64 -1.30
53 P -1.06 -4.81 -2.07
54 N -2.69 -4.57 -1.55
55 C -3.72 -5.59 -1.41
56 C -3.32 -3.36 -2.07
57 N -0.28 -6.02 -1.10
58 C -1.00 -6.85 -0.15
59 C 0.99 -5.62 -0.48
60 N -1.56 -6.07 -3.22
61 C -0.64 -7.20 -3.48
62 C -1.78 -5.44 -4.55
63 H -4.05 -6.02 -2.37
64 H -4.60 -5.16 -0.93
65 H -3.42 -6.40 -0.75
66 H -3.72 -3.50 -3.08
67 H -2.60 -2.53 -2.10
68 H -4.14 -3.03 -1.43
69 H -1.49 -6.25 0.63
70 H -0.33 -7.56 0.34
71 H -1.74 -7.48 -0.65
72 H 0.83 -5.02 0.43
73 H 1.60 -5.05 -1.17
74 H 1.57 -6.50 -0.20
75 H 0.37 -6.86 -3.72
76 H -1.01 -7.78 -4.33
77 H -0.60 -7.89 -2.65
78 H -0.85 -5.05 -4.97
79 H -2.48 -4.60 -4.48
80 H -2.21 -6.15 -5.25

---

(6)
Here is an isolated ion of composition C25H32NO2S and charge +1 in a non-equilibrium geometry from OMol25. Energies are from ωB97M-V/def2-TZVPD.

Summary:
charge = +1
ΔE to the lowest compared entry with this formula, charge and spin = 0.00 kcal per mole

Atoms and positions in Å:
1 C -4.12 -1.33 0.96
2 C -3.19 -1.55 -0.16
3 C -2.25 -2.54 -0.26
4 S -1.35 -2.38 -1.73
5 C -2.26 -1.03 -2.15
6 N -3.17 -0.72 -1.25
7 C -3.96 0.50 -1.34
8 C -3.32 1.58 -0.48
9 C -3.99 2.12 0.60
10 C -3.39 3.09 1.38
11 C -2.10 3.52 1.09
12 C -1.43 2.99 0.00
13 C -2.04 2.02 -0.79
14 H -1.51 1.62 -1.64
15 H -0.44 3.33 -0.25
16 H -1.63 4.27 1.70
17 H -3.92 3.50 2.22
18 H -5.00 1.79 0.84
19 H -4.98 0.30 -1.01
20 H -3.98 0.81 -2.39
21 H -2.12 -0.48 -3.06
22 C -1.84 -3.54 0.77
23 H -2.72 -4.00 1.23
24 H -1.24 -4.32 0.30
25 C -1.00 -2.86 1.87
26 H -0.72 -3.61 2.62
27 H -1.58 -2.06 2.34
28 O 0.21 -2.34 1.36
29 C 0.20 -1.08 0.90
30 O -0.81 -0.41 0.84
31 C 1.56 -0.59 0.47
32 C 1.42 0.15 -0.87
33 H 0.67 0.93 -0.76
34 C 2.76 0.76 -1.28
35 C 2.60 1.49 -2.62
36 H 3.55 1.93 -2.92
37 H 1.87 2.29 -2.54
38 H 2.28 0.80 -3.40
39 C 3.22 1.73 -0.20
40 C 3.37 1.00 1.13
41 C 4.40 -0.12 1.00
42 C 3.94 -1.10 -0.08
43 C 3.79 -0.37 -1.41
44 H 4.75 0.05 -1.71
45 H 3.48 -1.07 -2.19
46 C 2.60 -1.71 0.34
47 H 2.70 -2.24 1.28
48 H 2.27 -2.43 -0.42
49 H 4.67 -1.90 -0.18
50 H 5.37 0.30 0.72
51 H 4.53 -0.63 1.95
52 C 2.03 0.41 1.55
53 H 2.12 -0.11 2.51
54 H 1.28 1.20 1.66
55 H 3.70 1.71 1.90
56 H 4.18 2.17 -0.48
57 H 2.50 2.54 -0.10
58 H 1.08 -0.55 -1.63
59 H -4.10 -2.18 1.65
60 H -5.15 -1.21 0.61
61 H -3.83 -0.44 1.51

---

no.,LUMO (eV),Kohn-Sham gap (eV)
1,4.19,5.608
2,0.32,9.176
3,-0.14,8.965
4,0.89,9.400
5,-0.93,6.990
6,-3.46,8.786